[1]
{
  "formula": "C23H54N8O31",
  "method": "wB97M-V/def2-TZVPD",
  "de_lowest_kcal_mol": 0.0,
  "e_tot_ha": -3678.5259,
  "lumo_ev": -0.148,
  "homo_lumo_gap_ha": 0.372,
  "elements": ["C", "O", "C", "O", "O", "C", "H", "H", "H", "H", "H", "H", "C", "O", "C", "O", "O", "C", "H", "H", "H", "H", "H", "H", "C", "O", "C", "O", "O", "C", "H", "H", "H", "H", "H", "H", "C", "O", "C", "O", "O", "C", "H", "H", "H", "H", "H", "H", "C", "O", "C", "O", "O", "C", "H", "H", "H", "H", "H", "H", "C", "N", "O", "O", "H", "H", "H", "C", "N", "O", "O", "H", "H", "H", "C", "N", "O", "O", "H", "H", "H", "C", "N", "O", "O", "H", "H", "H", "C", "N", "O", "O", "H", "H", "H", "C", "N", "O", "O", "H", "H", "H", "C", "N", "O", "O", "H", "H", "H", "C", "N", "O", "O", "H", "H", "H"],
  "positions_angstrom": [[1.86083, 4.04143, -1.43135], [1.63461, 3.95507, -0.01491], [2.71328, 3.75661, 0.71946], [3.72250, 3.24096, 0.37706], [2.42209, 4.10394, 1.95888], [3.50114, 4.06551, 2.89782], [2.84828, 4.45511, -1.64081], [1.12897, 4.75228, -1.80317], [1.76233, 3.06830, -1.90204], [3.89872, 3.06298, 3.01848], [3.01014, 4.30227, 3.84266], [4.23876, 4.84027, 2.70887], [-2.82368, -1.20004, -1.73610], [-3.91958, -1.00509, -2.61374], [-4.96780, -1.75267, -2.42341], [-5.21586, -2.43255, -1.49239], [-5.78152, -1.58142, -3.44758], [-7.00533, -2.30688, -3.52298], [-1.96784, -0.72469, -2.19722], [-2.64914, -2.25334, -1.53359], [-2.94320, -0.73691, -0.75024], [-7.85206, -1.62699, -3.37771], [-7.07765, -3.10375, -2.78440], [-7.09734, -2.68053, -4.54406], [-0.67890, -4.28470, 0.14057], [-1.03630, -4.43937, -1.23742], [-2.18800, -5.04687, -1.43166], [-2.97473, -5.35249, -0.58649], [-2.35610, -5.22579, -2.73372], [-3.61705, -5.71529, -3.12666], [0.25687, -3.74578, 0.10187], [-0.52006, -5.26233, 0.58501], [-1.44622, -3.69376, 0.62915], [-3.65578, -5.70288, -4.20791], [-4.37150, -5.08819, -2.65108], [-3.77907, -6.73803, -2.78525], [-2.41744, 0.08827, 3.95709], [-3.81690, 0.35667, 3.92513], [-4.31847, 0.90716, 2.83386], [-3.68846, 1.21930, 1.86115], [-5.62689, 0.99729, 2.98717], [-6.35552, 1.83277, 2.09792], [-1.84443, 0.66386, 3.23764], [-2.14281, -0.96384, 3.91890], [-2.11026, 0.45032, 4.94218], [-5.70902, 2.58439, 1.63635], [-7.09749, 2.37438, 2.67539], [-6.78468, 1.23925, 1.29326], [-1.18495, -2.08591, -6.70504], [-0.82337, -1.50035, -5.44245], [0.08131, -0.55062, -5.44739], [0.41217, 0.11839, -6.37280], [0.59755, -0.47730, -4.23432], [1.53236, 0.56621, -3.98483], [-0.29658, -2.44998, -7.21050], [-1.71562, -1.32485, -7.28390], [-1.91500, -2.85811, -6.49288], [2.54935, 0.16576, -4.10921], [1.52003, 0.88935, -2.94612], [1.36314, 1.39841, -4.66666], [2.78662, -2.25467, 3.74770], [2.78692, -2.37130, 2.27174], [3.22314, -1.42590, 1.62233], [2.41249, -3.42139, 1.79056], [3.76312, -1.91988, 4.08998], [2.49670, -3.20923, 4.15867], [2.10108, -1.44357, 3.99483], [2.19010, 2.01827, 6.44614], [1.59674, 1.79455, 5.10956], [0.40780, 1.94765, 4.97148], [2.36832, 1.52156, 4.20879], [2.46684, 3.06720, 6.48911], [3.05601, 1.37851, 6.56194], [1.44072, 1.77859, 7.19196], [2.87250, -3.20294, -1.47899], [3.09552, -4.60320, -1.01212], [2.15880, -5.38351, -1.09958], [4.20566, -4.89819, -0.59457], [3.83380, -2.71315, -1.54652], [2.16765, -2.79117, -0.76646], [2.41791, -3.26913, -2.46374], [5.06953, 2.00022, -2.95701], [4.86426, 0.87893, -2.00818], [3.74122, 0.68334, -1.57622], [5.84774, 0.29612, -1.63348], [5.26967, 1.54140, -3.92535], [5.91918, 2.56525, -2.60114], [4.15384, 2.56677, -3.06174], [-3.31356, 2.49147, -1.38352], [-1.87586, 2.24686, -1.67686], [-1.53092, 2.28824, -2.84774], [-1.10428, 2.07928, -0.74909], [-3.85787, 2.42209, -2.31736], [-3.42001, 3.50267, -1.00270], [-3.62578, 1.73633, -0.66809], [5.20705, 0.80186, 1.52155], [5.57881, 0.42553, 2.91959], [5.07184, 1.07851, 3.81032], [6.41959, -0.43119, 3.09841], [4.12874, 0.81969, 1.57994], [5.51929, -0.03495, 0.90782], [5.71818, 1.71361, 1.24745], [1.13351, 0.61563, 0.83386], [0.32344, -0.64717, 0.76844], [0.24604, -1.24029, -0.27613], [-0.26340, -1.02731, 1.78259], [1.61802, 0.57149, -0.13578], [1.81524, 0.49078, 1.66361], [0.49021, 1.47632, 0.94279], [-1.37110, 3.95956, 2.57651], [-1.57822, 4.01262, 4.04850], [-2.43301, 3.30201, 4.48552], [-0.89325, 4.74294, 4.70618], [-0.83523, 3.06367, 2.29699], [-0.79320, 4.83480, 2.31091], [-2.37001, 3.98855, 2.15275]],
  "lowdin_charge": [-0.0164, -0.0016, -0.6636, 0.1311, 0.0079, -0.0241, 0.0945, 0.0986, 0.0755, 0.0578, 0.0917, 0.1048, -0.0179, 0.0301, -0.6774, 0.1538, 0.0063, -0.0351, 0.0884, 0.0905, 0.0973, 0.0931, 0.0925, 0.0919, -0.0323, 0.0020, -0.6633, 0.1377, 0.0053, -0.0468, 0.0469, 0.1070, 0.0966, 0.0910, 0.0900, 0.0982, -0.0447, 0.0249, -0.6269, 0.0993, 0.0204, -0.0343, 0.0669, 0.0938, 0.0883, 0.0872, 0.0938, 0.0969, -0.0142, 0.0071, -0.6641, 0.1382, 0.0117, -0.0445, 0.1002, 0.0975, 0.0901, 0.0914, 0.0634, 0.0981, 0.0684, -0.3921, 0.0356, 0.0909, 0.1005, 0.0997, 0.0958, 0.0634, -0.4212, 0.0764, 0.0348, 0.1062, 0.0995, 0.1002, 0.0494, -0.4362, 0.0577, 0.0534, 0.0923, 0.0550, 0.1035, 0.0580, -0.4276, 0.0395, 0.0762, 0.1061, 0.1036, 0.0833, 0.0565, -0.4198, 0.0686, 0.0471, 0.0985, 0.1024, 0.0781, 0.0295, -0.4322, 0.0287, 0.0696, 0.0625, 0.0826, 0.1052, 0.0573, -0.3948, 0.0652, 0.0460, 0.0844, 0.0682, 0.0726, 0.0584, -0.4695, 0.0773, 0.0686, 0.0848, 0.0943, 0.0952]
}

[2]
{
  "formula": "C4H7NS",
  "method": "wB97M-V/def2-TZVPD",
  "de_lowest_kcal_mol": 28.7,
  "e_tot_ha": -609.5127,
  "lumo_ev": 0.164,
  "homo_lumo_gap_ha": 0.298,
  "elements": ["C", "C", "C", "C", "H", "H", "H", "H", "H", "H", "H", "N", "S"],
  "positions_angstrom": [[-0.95685, -0.70677, -1.65023], [-0.36369, 0.07715, 0.62264], [0.91013, 0.36682, 0.42779], [1.75487, 0.80550, 1.51448], [-1.84680, -0.89939, -2.17421], [-0.53193, 0.10327, -2.21439], [-0.27093, -1.56653, -1.66514], [-2.18071, -0.44421, -0.01625], [-0.77926, 0.30154, 1.60543], [1.36432, 0.34995, -0.57403], [2.78267, 1.01147, 1.31587], [-1.22286, -0.35308, -0.28549], [1.34103, 0.95427, 3.09354]],
  "lowdin_charge": [-0.0789, -0.1964, -0.2048, -0.6713, 0.0684, 0.0807, 0.1022, 0.1314, 0.1035, 0.1026, 0.0230, -0.0503, 0.5898]
}

[3]
{
  "formula": "C55H50CdF6N9O8S2Se",
  "method": "wB97M-V/def2-TZVPD",
  "total_charge": -1,
  "de_lowest_kcal_mol": 0.0,
  "e_tot_ha": -7185.3699,
  "lumo_ev": -0.531,
  "homo_lumo_gap_ha": 0.151,
  "elements": ["Cd", "F", "C", "C", "C", "C", "O", "C", "C", "N", "C", "C", "C", "C", "C", "C", "N", "C", "C", "N", "C", "C", "C", "O", "O", "H", "H", "H", "H", "H", "H", "H", "H", "H", "H", "H", "H", "H", "H", "H", "H", "H", "H", "F", "C", "C", "F", "C", "F", "C", "Se", "C", "F", "C", "F", "C", "N", "C", "C", "N", "C", "S", "H", "H", "H", "H", "H", "H", "O", "S", "O", "O", "C", "N", "C", "C", "C", "N", "C", "C", "C", "N", "C", "C", "H", "H", "H", "H", "H", "H", "O", "C", "O", "C", "N", "C", "C", "C", "H", "H", "H", "H", "H", "H", "H", "H", "H", "C", "C", "C", "C", "C", "C", "C", "C", "C", "C", "C", "C", "C", "C", "H", "H", "H", "H", "H", "H", "H", "H", "H", "H", "H"],
  "positions_angstrom": [[-0.05747, 1.32659, -1.66433], [-4.19315, 0.14413, 2.81927], [-2.97975, 0.53647, 3.26343], [-1.98489, 0.80411, 2.36652], [-0.75297, 1.25948, 2.82378], [0.30184, 1.52661, 1.81172], [-0.01134, 1.39266, 0.63835], [1.60971, 1.84068, 2.35450], [1.72515, 1.99234, 3.69145], [0.71335, 1.87045, 4.61039], [0.96957, 2.15444, 5.99367], [0.23139, 3.29335, 6.63869], [1.69523, 3.41786, 6.33275], [-0.53425, 1.43805, 4.19297], [-1.55307, 1.11600, 5.09773], [-2.77729, 0.66123, 4.63510], [-3.79517, 0.31822, 5.57656], [-4.42645, 1.37884, 6.33686], [-4.68758, 0.83337, 7.76241], [-4.51231, -0.65526, 7.69017], [-5.35635, -1.22589, 6.58905], [-4.74092, -0.73993, 5.25491], [2.88594, 2.02685, 1.51991], [3.95459, 1.76024, 2.11234], [2.71824, 2.42384, 0.35385], [-2.15765, 0.68815, 1.30364], [2.70213, 2.21339, 4.10151], [1.18090, 1.28372, 6.60728], [-0.07645, 3.18163, 7.66998], [-0.45175, 3.84478, 6.00680], [2.40338, 3.38271, 7.14795], [1.97674, 4.05885, 5.50940], [-1.38523, 1.18594, 6.16495], [-5.37076, 1.69977, 5.87946], [-3.76731, 2.24135, 6.37868], [-5.70001, 1.02699, 8.11000], [-3.97562, 1.20933, 8.49474], [-4.67810, -1.10600, 8.58631], [-3.53972, -0.79797, 7.39272], [-6.36614, -0.85064, 6.74241], [-5.36350, -2.30912, 6.67959], [-5.54771, -0.41500, 4.59465], [-4.20933, -1.54765, 4.75662], [-6.10991, 3.35065, -5.66256], [-5.32338, 3.03880, -4.62418], [-5.83902, 3.00017, -3.34326], [-7.13513, 3.28068, -3.14237], [-5.01816, 2.67963, -2.27857], [-5.57924, 2.66764, -1.05953], [-3.66590, 2.39162, -2.42863], [-2.58011, 2.02801, -0.92026], [-3.18342, 2.43993, -3.73419], [-1.89540, 2.17902, -3.99583], [-3.98503, 2.75322, -4.81721], [-3.47264, 2.79012, -6.05386], [1.03413, 4.56558, -4.96222], [2.01165, 4.35870, -3.91457], [3.37470, 4.18249, -4.09432], [3.89865, 3.89135, -2.88748], [2.86422, 3.92239, -1.97912], [1.69812, 4.19103, -2.60508], [0.16650, 4.27281, -1.90100], [1.44141, 4.18795, -5.89782], [0.78069, 5.62205, -5.05870], [0.13323, 4.00924, -4.71045], [3.83383, 4.26190, -5.06338], [4.90839, 3.65916, -2.60161], [2.88322, 3.52827, -1.03095], [-5.31609, -7.43029, -0.18215], [-5.32799, -7.13228, -1.60887], [-6.01281, -5.90685, -1.96488], [-5.61396, -8.26493, -2.46591], [-3.56051, -6.77859, -1.89637], [-2.73791, -7.83020, -1.94379], [-1.44720, -7.55436, -2.04155], [-0.94786, -6.26236, -2.08047], [-1.88490, -5.24017, -2.04282], [-3.18661, -5.50721, -1.95885], [-1.50772, -3.79726, -2.01807], [-0.19122, -3.35946, -2.12402], [0.09149, -2.01439, -1.96396], [-0.84863, -1.09927, -1.72914], [-2.11887, -1.50770, -1.70281], [-2.49244, -2.83368, -1.83025], [-0.77318, -8.40584, -2.07697], [0.11565, -6.08062, -2.12726], [0.62745, -4.04438, -2.29608], [1.11202, -1.65331, -2.00316], [-2.85486, -0.73376, -1.51319], [-3.52859, -3.13708, -1.76768], [2.97264, -1.60131, -0.39353], [2.38299, -1.34319, 0.77367], [1.19467, -1.18032, 0.88619], [3.34411, -1.24353, 1.94738], [4.73563, -1.15398, 1.48349], [5.50941, -2.22132, 2.12647], [4.71022, -2.60915, 3.36972], [3.26766, -2.46765, 2.87943], [3.07712, -0.33397, 2.47923], [5.07763, -0.22010, 1.68641], [3.93798, -1.51614, -0.20835], [6.52587, -1.89060, 2.33827], [5.57641, -3.08168, 1.45273], [4.90276, -1.89340, 4.17353], [4.94496, -3.60949, 3.73567], [2.55099, -2.30953, 3.68367], [2.95624, -3.35921, 2.32961], [6.21237, -1.33555, -4.12275], [6.31190, -0.37461, -3.12600], [5.16797, 0.24085, -2.63764], [3.90400, -0.07136, -3.14384], [3.81804, -1.05981, -4.12707], [4.95813, -1.68011, -4.61307], [2.71533, 0.57942, -2.54313], [1.53387, 0.89574, -3.09663], [1.27765, 0.80580, -4.54834], [2.19181, 1.30036, -5.48590], [1.92598, 1.25010, -6.84534], [0.73721, 0.69900, -7.30886], [-0.18202, 0.20573, -6.39248], [0.08147, 0.26906, -5.03251], [7.10146, -1.82259, -4.50410], [7.28175, -0.10992, -2.72111], [5.24111, 0.97308, -1.83956], [2.84452, -1.34244, -4.50829], [4.86717, -2.44427, -5.37578], [2.85615, 0.78881, -1.48524], [3.12200, 1.72549, -5.12880], [2.65359, 1.63899, -7.54924], [0.52694, 0.65996, -8.37046], [-1.11750, -0.21877, -6.73632], [-0.65078, -0.10177, -4.32441]],
  "lowdin_charge": [1.2375, 0.0738, -0.1860, 0.0836, -0.0226, -0.2921, -0.1273, -0.0226, 0.0286, -0.0052, -0.2795, -0.1047, -0.0850, -0.1231, 0.0522, -0.1599, -0.1288, -0.1147, -0.0756, 0.0326, -0.0651, -0.1231, -0.6349, -0.0412, -0.0278, 0.0554, 0.1426, 0.1492, 0.0960, 0.1117, 0.1045, 0.1128, 0.1102, 0.1369, 0.1317, 0.1296, 0.1299, 0.1812, 0.1801, 0.1325, 0.1352, 0.1299, 0.1446, 0.1059, -0.1495, -0.1515, 0.1020, -0.2676, 0.0547, -0.5246, 0.6214, -0.2522, 0.0268, -0.1475, 0.1077, -0.0369, -0.1164, -0.0836, -0.0841, 0.0793, -0.8303, 0.5056, 0.0827, 0.0890, 0.0629, 0.1161, 0.1119, 0.0921, -0.3799, 0.3838, -0.3747, -0.3716, -0.3457, 0.1149, -0.1314, -0.0086, -0.2178, 0.1605, -0.1378, 0.0009, -0.1441, -0.0012, -0.1439, 0.0081, 0.1024, 0.0933, 0.1021, 0.0814, 0.0543, 0.1161, 0.0988, -0.4798, 0.1086, -0.2403, -0.0142, -0.1966, -0.1764, -0.1166, 0.1222, 0.1048, 0.1049, 0.1124, 0.1116, 0.1092, 0.1035, 0.1114, 0.1224, -0.1138, -0.1011, -0.0525, -0.2268, -0.0358, -0.0880, -0.1598, -0.2120, -0.2817, -0.0763, -0.0997, -0.1077, -0.0855, -0.0687, 0.0902, 0.0935, 0.1100, 0.1165, 0.0975, 0.0628, 0.1001, 0.0953, 0.0910, 0.1016, 0.0869]
}